Entry 1:
A structure of composition C35H48Cl2PSSn, computed with the ωB97M-V functional and the def2-TZVPD basis.

Calculated values
HOMO energy, eV: -10.617
Kohn-Sham gap, eV: 7.5
Electronic energy, a.u.: -3236.5508
Energy above the lowest of the compared OMol25 structures with the same formula, charge and spin, kcal per mole: 9.6

Structure (ORCA input):
```
! RIJCOSX wB97M-V def2-TZVPD def2/J DEFGRID3
* xyz 1 1
Sn -0.14664 -1.01386 -1.13971
Cl -0.83214 -2.68016 -3.25221
C 0.72176 -3.34366 -3.61191
C 0.76186 -4.57616 -4.23591
C 1.98596 -5.15516 -4.52341
C 3.15506 -4.50396 -4.17711
C 3.10016 -3.26436 -3.56291
Cl 4.56006 -2.45816 -3.15131
C 1.87676 -2.65426 -3.25861
S 1.92326 -1.06056 -2.51581
H -0.16134 -5.07916 -4.47571
H 2.03116 -6.11436 -5.01131
H 4.12146 -4.94716 -4.36471
C 1.90086 -3.23586 4.37379
C 1.60086 -3.62676 2.91849
C 0.71876 -4.87196 2.86689
C 1.00006 -2.40156 2.27909
C 1.83986 -1.37506 1.86419
C 1.35686 -0.11456 1.53119
C 2.32836 1.02574 1.34479
C 2.87576 1.46744 2.70769
C 3.48786 0.66634 0.41769
C -0.03614 0.11124 1.54039
C -0.89904 -0.94246 1.90719
C -0.36954 -2.17336 2.27119
C -2.39354 -0.74356 1.98919
C -2.86384 -0.68866 3.44619
C -3.14144 -1.85046 1.24159
C -0.54394 1.51004 1.54249
C -0.62974 2.04294 2.82889
C -1.01164 3.34834 3.05689
C -1.31104 4.16154 1.97829
C -1.23884 3.64674 0.69769
C -0.87074 2.32244 0.44659
P -0.82244 1.72104 -1.29431
C -2.62994 1.84854 -1.90801
C -3.38644 0.67544 -1.28881
C -2.62114 1.62794 -3.41831
C -3.37714 3.12624 -1.53831
C 0.30576 2.92104 -2.28291
C -0.17704 4.35534 -2.47351
C 0.58096 2.29454 -3.65141
C 1.62036 2.93154 -1.51091
H 2.34336 -4.06916 4.91279
H 0.98446 -2.93766 4.88129
H 2.59036 -2.39446 4.41449
H 2.55066 -3.86326 2.42699
H -0.14644 -4.77686 3.51989
H 1.29316 -5.73386 3.19809
H 0.38066 -5.06056 1.84989
H 2.90756 -1.53836 1.88809
H 1.77466 1.86794 0.92299
H 3.36716 0.63734 3.20979
H 2.07616 1.83914 3.34399
H 3.60126 2.26694 2.57039
H 4.17026 -0.03606 0.88819
H 4.05296 1.56304 0.17749
H 3.12676 0.21234 -0.50291
H -1.03754 -2.94686 2.61509
H -2.62374 0.22424 1.53139
H -2.59794 -1.60116 3.97559
H -3.94454 -0.57036 3.48319
H -2.41464 0.15324 3.96709
H -3.16374 -2.76536 1.82639
H -2.66304 -2.07426 0.28459
H -4.16644 -1.54706 1.04919
H -0.37284 1.40604 3.66239
H -1.05814 3.72994 4.06329
H -1.59454 5.19224 2.13339
H -1.47344 4.29404 -0.12851
H -2.90224 -0.27446 -1.54291
H -4.39914 0.64994 -1.68861
H -3.45264 0.77254 -0.20981
H -1.99224 0.76804 -3.66441
H -2.26344 2.49894 -3.95711
H -3.63404 1.42104 -3.76061
H -3.45734 3.23734 -0.45951
H -4.38864 3.06834 -1.93791
H -2.91974 4.01944 -1.95121
H -1.15884 4.41314 -2.93231
H 0.52066 4.86154 -3.13811
H -0.17784 4.91054 -1.54151
H -0.24754 2.41354 -4.33971
H 0.82236 1.23584 -3.55681
H 1.44196 2.79144 -4.09391
H 1.49776 3.38674 -0.53021
H 2.36366 3.51194 -2.05321
H 1.99476 1.91414 -1.41001
*
```

Entry 2:
A structure of composition C35H48N4O6PSe2SiTa at a distorted geometry, computed with the ωB97M-V functional and the def2-TZVPD basis.

Calculated values
HOMO energy, eV: -7.544
Kohn-Sham gap, eV: 6.8
Electronic energy, a.u.: -7523.8106
Energy above the lowest of the compared OMol25 structures with the same formula, charge and spin, kcal per mole: 17.4

Structure (ORCA input):
```
! RIJCOSX wB97M-V def2-TZVPD def2/J DEFGRID3
* xyz 0 1
Ta 0.52012 0.66333 0.88107
O 0.27462 -1.25272 0.74776
C -0.30490 -1.99494 1.71822
C -1.26824 -2.93239 1.39055
C -1.87853 -3.67250 2.38901
C -1.51371 -3.51027 3.72431
C -0.55400 -2.57448 4.05322
C 0.05162 -1.78838 3.07083
C 1.08129 -0.82957 3.47692
N 1.60402 -0.00873 2.63954
N 2.75936 0.69085 2.98999
C 3.22059 1.20142 1.88782
O 2.58782 1.07766 0.74997
C 4.58174 1.77885 1.86290
C 5.04294 2.53714 2.93240
C 6.32598 3.06228 2.90223
C 7.15480 2.81047 1.81723
C 6.69704 2.03883 0.75579
C 5.40657 1.53275 0.77192
H -1.53180 -3.04610 0.34619
H -2.65165 -4.38266 2.12438
H -1.98189 -4.10628 4.49524
H -0.26401 -2.42639 5.08665
H 1.45633 -0.86414 4.49554
H 4.39009 2.71317 3.77748
H 6.68082 3.66541 3.72775
H 8.15790 3.21728 1.79727
H 7.34852 1.83005 -0.08315
H 5.03063 0.93307 -0.04654
N -1.20218 4.23838 -0.56430
C -2.57212 4.08299 -0.70057
C -3.40548 5.15952 -0.86738
C -4.78959 4.99276 -1.08312
C -5.34636 3.74990 -1.12251
C -4.51594 2.61414 -0.94439
C -5.03173 1.29568 -0.96509
C -4.18892 0.23822 -0.81931
C -2.81304 0.49740 -0.63961
N -2.29511 1.69448 -0.57500
C -3.13093 2.76476 -0.73586
H -0.92443 5.13718 -0.20297
H -0.73197 3.47736 -0.10477
H -2.98542 6.15834 -0.83024
H -5.40881 5.87047 -1.21799
H -6.40912 3.61014 -1.27459
H -6.09708 1.15081 -1.10383
H -4.54489 -0.78360 -0.83508
H -2.12300 -0.34220 -0.57471
C 3.43475 2.99145 -1.85532
Si 2.03498 2.33149 -2.84170
C 0.83654 3.58501 -3.42516
C 2.63633 1.22483 -4.17446
Se 0.76785 1.07848 -1.41642
H 3.80716 3.93628 -2.26339
H 4.25730 2.27442 -1.84112
H 3.12626 3.15722 -0.82222
H 1.19110 4.10319 -4.32108
H 0.64059 4.31411 -2.63693
H -0.11716 3.10046 -3.64798
H 3.35967 1.76770 -4.79118
H 1.82855 0.87662 -4.82160
H 3.13243 0.34899 -3.75080
C -1.05502 -4.78684 -2.68774
C -1.57109 -3.57984 -3.47090
C -3.06802 -3.39313 -3.19634
P -0.72644 -2.00785 -2.97044
C 1.08554 -2.30930 -3.27857
C 1.76922 -2.96863 -2.07699
C 1.45235 -3.00713 -4.58529
C -1.08404 -0.88028 -4.43096
C -1.53471 -1.51868 -5.74294
C -2.07107 0.22085 -4.02279
H -1.73472 -5.63389 -2.81410
H -0.98671 -4.57233 -1.61757
H -0.06947 -5.10578 -3.02394
H -1.42624 -3.76354 -4.53761
H -3.23841 -3.22571 -2.12839
H -3.63128 -4.28174 -3.49350
H -3.48590 -2.53659 -3.72836
H 1.46080 -1.28181 -3.31661
H 1.46538 -4.00780 -1.94912
H 1.54231 -2.43390 -1.15658
H 2.85472 -2.95814 -2.21424
H 0.99964 -3.99839 -4.65836
H 2.53672 -3.14094 -4.64640
H 1.14844 -2.42944 -5.45897
H -0.11805 -0.39097 -4.59663
H -2.54134 -1.93258 -5.65622
H -0.87455 -2.31395 -6.08701
H -1.56790 -0.75666 -6.52668
H -3.06313 -0.18872 -3.81483
H -2.17800 0.95264 -4.83039
H -1.73135 0.75126 -3.13265
O 0.41877 2.45138 1.67415
Se -0.90632 2.03124 2.72490
O -2.11401 3.07137 2.50737
O -1.18185 0.53735 1.88632
O -0.36112 1.75670 4.22133
*
```